Entry 1:
C12H13F5MgN2O2 | ωB97M-V/def2-TZVPD

Properties
Highest occupied orbital energy (eV): -6.7
Frontier orbital gap (Eh): 0.246
Net charge: 0
Relative energy (zero: lowest compared OMol25 entry of this formula, charge and spin) (kJ/mol): 95.0

Last column: Mulliken charge in e.
Positions of all 35 atoms, in Å:
Mg -0.65251 -0.92178 -0.60861  0.84
F -0.94251 -3.57418 0.79259  -0.35
F 1.22799 -4.86068 -0.47991  -0.29
F 1.73509 -3.06318 0.59739  -0.28
F -1.10581 -3.63748 -1.40591  -0.30
F 1.62629 -3.04188 -1.56111  -0.27
O -3.24741 0.46692 -0.41811  -0.62
O 1.40869 -0.53168 -0.42231  -0.60
N 2.04689 0.77812 1.27179  -0.02
N -0.50381 1.36642 -0.31701  0.19
C -0.39441 -3.02918 -0.37021  0.13
C 0.68679 0.98742 1.73669  -1.19
C 3.75599 -0.09048 -0.20101  -1.43
C -3.60601 -1.87298 -0.33201  -1.17
C 1.02439 -3.52948 -0.45631  0.89
C -0.78681 4.08032 0.10199  -0.33
C -0.15251 3.28242 1.04389  -0.85
C -2.74861 -0.64298 -0.46281  0.54
C 2.30619 0.01862 0.19449  0.64
C -1.28001 3.49192 -1.04781  -0.74
C -1.11831 2.12242 -1.21151  -0.12
C -0.04351 1.91952 0.79739  0.84
H 0.71389 1.38592 2.75079  0.59
H 0.25739 3.71272 1.94489  0.42
H -4.66641 -1.62558 -0.25381  0.36
H -0.87951 5.14402 0.26799  0.41
H -1.77421 4.08142 -1.80441  0.40
H 0.17269 0.01492 1.73279  0.10
H -3.27831 -2.41208 0.55489  0.23
H 4.08099 0.84182 -0.66091  0.35
H 2.79739 1.23732 1.75899  0.24
H -1.47491 1.61832 -2.09961  0.38
H 3.86149 -0.90118 -0.91731  0.33
H 4.38249 -0.28618 0.66469  0.42
H -3.42891 -2.52948 -1.18051  0.24

---

Entry 2:
C12H13MgN2O3 | ωB97M-V/def2-TZVPD

Properties
Highest occupied orbital energy (eV): -10.0
Frontier orbital gap (Eh): 0.062
Net charge: +1

Last column: Mulliken charge in e.
Positions of all 31 atoms, in Å:
Mg 2.81924 0.96161 3.09638  0.93
O -3.58517 -3.68360 -1.01307  -0.53
O -3.24217 0.36734 2.60114  -0.44
O -3.66073 -4.07052 1.11701  -0.47
N -2.60801 -1.88922 2.09284  -0.61
N -1.19286 -1.88163 0.15944  -0.49
C -3.31422 -3.31328 0.19339  0.48
C -2.92131 -0.72983 2.38527  0.66
C 2.06674 2.67881 -0.82379  -0.54
C 3.24059 0.57089 0.86853  -0.81
C -1.09797 -1.15589 -1.15946  -0.92
C 1.43861 1.32569 -0.81852  0.62
C 0.17548 1.11153 -1.68896  -0.87
C 3.24267 2.97316 0.01089  -0.48
C 3.85552 1.96467 0.89763  -0.66
C -2.61800 -1.95508 0.57951  0.24
C -1.00778 0.41208 -0.90827  -0.62
C 2.06673 0.30982 0.01716  0.09
H -0.19250 2.13513 -1.98488  0.37
H -1.01724 0.63119 0.19111  0.40
H -0.21849 -1.52380 -1.75781  0.51
H 1.67745 3.51969 -1.44891  0.33
H -2.03344 -1.43761 -1.72726  0.46
H 4.72639 2.22839 1.54461  0.54
H 3.67616 3.99875 0.00655  0.38
H -3.21874 -1.13153 0.10902  0.39
H -1.97143 0.83892 -1.31626  0.41
H 3.66808 -0.25726 1.50198  0.56
H 1.64083 -0.72248 0.02977  0.33
H -0.94010 -2.85248 -0.07681  0.33
H 0.35094 0.55162 -2.64424  0.41

---

Entry 3:
C12H13N2P | ωB97M-V/def2-TZVPD

Properties
Highest occupied orbital energy (eV): -8.0
Frontier orbital gap (Eh): 0.291
SMILES string: C=C(C#N)/C(=N\P(C)C)c1ccccc1
Net charge: 0
Relative energy (zero: lowest compared OMol25 entry of this formula, charge and spin) (kJ/mol): 122.5

Last column: Mulliken charge in e.
Positions of all 28 atoms, in Å:
P -1.37403 2.26340 -0.56710  0.03
N -0.24230 1.00716 -0.54999  -0.33
N -3.31551 -1.45382 1.27133  -0.53
C -0.50124 3.21447 -1.80828  -0.89
C -0.16281 -0.03752 0.21646  0.42
C 0.81628 -2.26978 0.69955  -0.23
C 2.12186 -0.51129 -0.39278  -0.47
C 3.24942 -1.35644 -0.31707  -0.53
C -2.84193 1.42836 -1.42223  -1.10
C 1.95074 -3.09248 0.83089  -0.66
C -2.34342 -0.84346 1.27720  0.24
C 0.94057 -0.96927 0.14652  0.77
C -1.06607 -0.22465 1.47828  0.18
C -0.73231 0.43017 2.58474  -0.93
C 3.15130 -2.59108 0.25188  -0.28
H 1.67488 -4.10195 1.16532  0.33
H 0.57745 3.51874 -1.53884  0.29
H -0.57382 2.65007 -2.80309  0.26
H 4.21235 -0.93127 -0.63287  0.34
H -1.11544 4.16296 -1.96817  0.35
H 0.18600 0.97243 2.69765  0.32
H -2.73138 1.00546 -2.35305  0.44
H 4.05992 -3.24713 0.21775  0.31
H -1.15356 0.06251 3.50054  0.37
H 2.23073 0.49760 -0.67931  0.46
H -3.56221 2.24282 -1.81410  0.37
H -0.16212 -2.68127 1.07434  0.24
H -3.29334 0.85527 -0.56557  0.23

---

Entry 4:
C12H13N4O2RuS2 | ωB97M-V/def2-TZVPD

Properties
Highest occupied orbital energy (alpha / beta) (eV): -11.2 / -11.2
Frontier orbital gap (alpha / beta) (Eh): 0.201 / 0.203
Net charge: +1
Relative energy (zero: lowest compared OMol25 entry of this formula, charge and spin) (kJ/mol): 45.3

Last column: Mulliken charge in e.
Positions of all 34 atoms, in Å:
Ru -0.32010 -1.47859 0.18813  0.39
S -0.58831 0.07914 1.78043  -0.11
S -2.08120 -0.54079 -0.94187  -0.11
O -1.55640 -2.80449 0.87208  -0.53
O -1.93570 -4.37936 2.42549  -0.56
N 1.01442 -2.72565 1.47191  -0.41
N 4.24980 1.51667 -2.86674  -0.44
N 1.16534 -0.46592 -0.88835  0.08
N 0.12532 -3.47089 2.26672  -0.26
C -3.40951 2.88600 1.59993  -0.51
C 3.25657 0.87488 -2.23311  1.29
C -1.90637 1.04910 1.22513  0.81
C 0.92657 0.52644 -1.77371  -0.26
C -4.07063 2.61208 0.38016  -0.53
C 1.90624 1.20284 -2.44563  -0.89
C -1.20802 -3.61091 1.86764  0.61
C -2.35054 2.11896 2.01642  -0.73
C 3.51154 -0.16143 -1.31504  -0.87
C -3.66360 1.56961 -0.39754  -0.67
C -2.56476 0.76588 0.01054  0.69
C 2.46518 -0.77467 -0.68750  -0.25
H 5.21009 1.26426 -2.71644  0.20
H 2.66939 -1.56542 0.02010  0.35
H 4.52390 -0.47400 -1.09888  0.35
H -0.10904 0.78265 -1.93987  0.33
H -4.90206 3.22832 0.06793  0.39
H 0.50401 -4.17847 2.87598  0.24
H -3.74732 3.70720 2.21734  0.38
H 1.66141 -3.34615 0.98870  0.32
H 1.55188 -2.10146 2.06821  0.33
H 4.05561 2.24786 -3.52727  0.20
H -1.85170 2.32477 2.95481  0.43
H -4.16304 1.33434 -1.32829  0.42
H 1.63103 1.98719 -3.13743  0.32

---

Entry 5:
C12H13NO2 | ωB97M-V/def2-TZVPD

Properties
Highest occupied orbital energy (alpha / beta) (eV): -6.6 / -9.3
Frontier orbital gap (alpha / beta) (Eh): 0.258 / 0.267
Net charge: 0
Relative energy (zero: lowest compared OMol25 entry of this formula, charge and spin) (kJ/mol): 304.0
Spin multiplicity: 3
Expectation value of S²: 2.006

Last column: Mulliken spin population.
Positions of all 28 atoms, in Å:
O -2.13332 1.08744 1.36218  0.01
O -1.95719 4.98087 -1.23481  0.99
N -0.43788 -0.32537 1.03713  0.00
C 0.52433 -1.14069 0.33023  0.01
C 2.23790 -2.82449 -0.96631  0.00
C -1.81286 4.11319 -0.38401  0.82
C -2.06348 0.06596 -0.75090  0.03
C 1.31964 0.75787 -1.09903  -0.02
C 1.23190 1.92215 -1.42352  0.05
C -1.52732 0.36858 0.63730  -0.01
C 1.41372 -0.66673 -0.63773  -0.02
C 1.31492 -3.37907 -0.10149  0.00
C 0.45783 -2.53074 0.58615  0.00
C 0.07786 0.10365 2.40966  0.00
C 2.43463 -1.46018 -1.15486  0.00
H 0.04935 -0.69627 3.09816  0.00
H -0.87996 4.15630 0.18557  0.11
H -0.22409 -2.85201 1.32219  0.00
H 2.96253 -3.58271 -1.48984  0.00
H 1.22770 0.34434 2.37501  0.00
H 1.12100 -4.51411 0.01666  0.00
H -2.84821 -0.76959 -0.49432  0.00
H -0.55923 0.83824 2.78916  0.00
H -2.48337 3.24533 -0.30943  0.08
H 3.14709 -0.94734 -1.89016  0.00
H -2.49674 0.98916 -1.14553  -0.02
H -1.34473 -0.23400 -1.52101  0.00
H 1.24796 2.95022 -1.54645  -0.01

---

Entry 6:
C12H13NO2 | ωB97M-V/def2-TZVPD

Properties
Highest occupied orbital energy (alpha / beta) (eV): -7.7 / -8.9
Frontier orbital gap (alpha / beta) (Eh): 0.307 / 0.315
Net charge: 0
Relative energy (zero: lowest compared OMol25 entry of this formula, charge and spin) (kJ/mol): 273.0
Spin multiplicity: 3
Expectation value of S²: 2.007

Last column: Mulliken spin population.
Positions of all 28 atoms, in Å:
O 2.30450 -0.06603 1.84137  0.00
O 4.17592 2.28472 0.28698  0.82
N 3.14838 1.68142 0.21501  1.05
C 2.65090 0.47926 -1.77175  0.05
C -1.97678 0.11519 0.13496  0.00
C 2.02979 -0.38495 0.53486  -0.02
C 3.06854 0.39565 -0.34968  0.04
C -4.71898 0.38645 0.20478  0.00
C -0.58784 0.06232 0.09675  -0.01
C -4.15923 -0.77018 0.56605  0.00
C 0.62158 0.07069 0.19432  0.05
C -2.81201 -0.92991 0.52063  0.00
C 2.24068 -1.92378 0.28146  0.00
C -3.93878 1.46166 -0.14993  0.00
C -2.58984 1.28992 -0.28144  0.00
H -2.08124 2.03707 -0.66970  0.00
H 2.99734 -0.42887 -2.41462  0.01
H 1.56906 0.46973 -1.79028  0.01
H -5.76759 0.59563 0.41093  0.00
H 4.01695 -0.09739 -0.21166  0.00
H 3.17221 1.45327 -2.21877  -0.01
H 2.50795 -2.39914 1.35033  0.00
H 2.93511 -2.12421 -0.49187  0.00
H -4.42958 2.30230 -0.57663  0.00
H 1.57767 -0.09310 2.53468  0.00
H -4.73762 -1.64930 0.84118  0.00
H 1.21889 -2.38534 -0.06525  0.00
H -2.43595 -1.83309 0.97729  0.00